--- w ---
An isolated molecule of C24H31N3O4, computed with the ωB97M-V functional and the def2-TZVPD basis.

```
62
Properties=species:S:1:pos:R:3
H -1.7498 -2.8022 1.8442
H -0.1055 -1.6286 3.2487
H 3.9173 3.1087 0.8928
H -1.4171 -2.7874 -1.0186
C -0.6843 -1.0530 2.5206
H 1.8270 2.4359 2.9888
H 0.5277 -4.0986 1.7382
C -0.4099 1.2960 1.9320
C -0.4934 -3.1957 -0.6112
H 4.8253 4.0390 -0.3238
H 1.3723 -2.5642 2.0364
C 2.0090 -3.5748 0.2140
C 2.9766 -0.8835 0.1805
C -1.1951 -1.9636 1.3788
C -4.4002 -0.3110 0.1660
H -0.6949 2.6946 -0.4841
H 3.0142 -3.4966 0.6278
H -0.6750 -4.2546 -0.3568
H 0.7696 -4.0040 -2.1993
N -0.0930 -2.4387 0.5614
C -2.5162 0.5572 -1.0633
C 3.4924 0.4043 0.1668
H -0.5760 -0.2430 -0.6493
H 1.8659 -4.6107 -0.1072
H -1.5472 -0.6133 3.0269
H -3.7393 1.9768 -3.4006
H 1.2647 1.7830 0.6636
H 0.3308 4.0478 -0.0022
H 3.9826 0.7693 1.0564
H 0.4659 3.5603 3.0177
N 0.1041 0.0428 2.0209
O 3.8319 2.4819 -1.0846
C 2.3376 -1.4356 -0.9305
H 1.8050 -1.0072 -2.9763
H 2.6533 1.2724 -2.9666
C 2.2461 -0.6234 -2.0699
O -2.2697 1.4842 -2.0443
C 0.5152 2.3073 1.2641
C 1.2115 3.0941 2.3780
C -3.5019 -1.1426 0.8294
C -3.8810 0.5404 -0.7766
H -3.8788 -1.8140 1.5863
C 3.3717 1.1996 -0.9628
H 5.4416 2.4607 0.2240
C -0.2953 3.2388 0.3675
C -2.1441 -1.1249 0.5558
H 0.4047 -2.2779 -2.3537
H 0.9046 -0.2022 1.4549
H -3.4744 3.1557 -2.0706
C -3.5154 2.0839 -2.3277
H 3.1075 -1.4544 1.0855
C 2.7372 0.6613 -2.0821
C -1.6269 -0.2596 -0.4148
O -4.5243 1.4541 -1.5699
H -1.1233 3.6582 0.9342
C 0.6478 -3.0659 -1.6460
N 1.8948 -2.7553 -0.9709
H 1.8410 3.8747 1.9549
O -1.4749 1.6021 2.4262
C 0.9343 -3.1887 1.2580
H -5.4538 -0.3252 0.3872
C 4.5391 3.0376 -0.0057
```

Values from the calculation:
gap between HOMO and LUMO = 8.20 eV
SMILES string = COc1ccc(N2CCN([C@@H](CNC(=O)C(C)C)c3ccc4c(c3)OCO4)CC2)cc1
LUMO = 0.0262 Ha
HOMO energy = -7.483 eV
total charge = 0

---

--- x ---
An isolated molecule of C24H31N3O4, computed with the ωB97M-V functional and the def2-TZVPD basis.

```
62
Properties=species:S:1:pos:R:3
C -3.5933 -0.2372 -0.0058
H 2.4201 -2.5321 -1.4085
C 1.7556 -0.2163 1.5637
H 0.0707 4.8638 1.0914
C -3.5395 -2.5361 -0.7260
H 4.1795 0.6258 -1.1173
H 0.3150 -2.1378 -0.1608
H -0.2741 -3.7577 1.6309
C 2.3427 -1.1328 -3.0544
H -6.7291 -1.4435 -0.4972
H -1.2888 0.6294 -0.4711
H 1.4872 1.2524 -2.4509
C -4.9832 -0.2873 -0.0600
C -0.2539 3.2368 -0.2873
C 3.0810 0.7119 -1.0877
C 3.4728 -2.1896 2.4888
C 0.1040 1.6428 1.6704
H 2.8159 1.4803 -0.3607
H 1.1248 4.8980 -0.3247
H 2.6381 -1.8433 -3.8276
C 2.6850 -1.4837 3.3789
H -0.8535 4.5657 -1.8820
O -3.6285 1.7490 1.2841
H -0.7092 -2.1104 2.0989
H 3.0602 2.0171 -2.8222
C -5.6512 -1.4282 -0.4563
H 4.1367 -2.9637 2.8428
H 1.2438 -1.0662 -3.0201
C 0.6515 4.2490 0.4086
C -1.3191 3.9470 -1.1184
O -1.4839 -1.3081 -0.3358
O 2.8876 0.1097 -3.4312
C -0.7194 -2.4618 -0.0231
H 1.1968 0.0443 3.6035
H 0.7036 0.5667 0.0340
H -1.9651 -3.2341 1.5650
C -0.9261 2.3187 0.7495
N -1.7458 1.3125 0.1123
O 0.2319 1.9366 2.8360
H 3.9585 -1.6863 -1.7489
H -1.9297 4.5819 -0.4816
H -1.9712 3.2256 -1.6048
H 4.0601 -2.4411 0.4536
H -0.9236 -3.2733 -0.7314
H 1.4295 3.7516 0.9833
C -2.8568 -1.3833 -0.3505
C 3.4264 -1.8958 1.1361
H -1.5932 2.9085 1.3876
C 2.8644 -1.5739 -1.6843
H 0.3578 2.6200 -0.9585
N 0.8389 0.6944 1.0290
C -3.0013 1.0253 0.5360
C 2.5856 -0.9016 0.6564
C -4.9207 -2.5564 -0.7853
C 1.8247 -0.5019 2.9196
C 2.5786 1.0999 -2.4800
H 2.7289 -1.7019 4.4347
H -5.5227 0.6001 0.2348
C -0.9338 -2.9230 1.4119
N 2.4748 -0.5631 -0.7164
H -5.4230 -3.4634 -1.0875
H -2.9926 -3.4300 -0.9833
```

Values from the calculation:
gap between HOMO and LUMO = 8.99 eV
SMILES string = CCOc1ccccc1C(=O)N[C@@H](C(=O)Nc1ccccc1N1CCOCC1)C(C)C
LUMO = 0.0212 Ha
HOMO energy = -8.410 eV
total charge = 0

---

It is x that is most stable; the runner-up trails by 0.0503 hartree.

---

--- w ---
A structure of composition C19H20N2O4, computed with the ωB97M-V functional and the def2-TZVPD basis.

```
45
Properties=species:S:1:pos:R:3
C 0.7667 -2.6295 2.6079
H -0.0409 1.2082 -1.5529
H -0.0830 -3.5124 2.0551
H -3.2327 1.0088 -5.7463
H 5.9459 -1.7925 1.0117
H 0.4873 3.0647 1.7012
H -3.5161 -0.3636 0.3796
H 1.6940 -2.8711 2.3198
O -3.9629 -0.2149 -2.3152
C -0.5858 1.6069 -2.6149
O -2.0754 -0.2615 -1.1099
H -4.1111 0.7682 -4.2900
H 2.3618 0.8024 3.9554
H 2.0508 2.2087 2.0146
H -4.0995 2.3786 -4.9194
C 0.3226 0.9238 1.9321
H 2.2575 -0.9141 4.0020
H 0.9966 2.5525 3.4011
N -2.2809 1.6718 -4.0846
H 0.7471 2.8759 -3.6772
C 0.8985 2.3303 2.2909
C 2.3316 -0.0715 3.4281
H 4.3259 -2.5375 2.8304
C -1.1360 2.3566 -4.5893
H 5.4014 0.7399 0.0033
C -1.7772 -1.7468 1.0184
H -1.3818 1.2609 1.0862
H 0.7699 -2.9251 3.6257
C 5.2214 -1.1530 1.2730
C -2.5714 0.3099 -2.2149
N 1.0959 -0.1617 2.5896
C -3.3628 1.5459 -4.8501
C 4.3372 -1.6351 2.3343
C -0.7657 -0.9127 1.3418
H -1.3929 3.1914 -5.2919
O -1.9553 -2.9984 1.1349
O 3.8213 0.3371 1.6504
H -3.2684 -2.1876 -0.8017
C 4.7561 -0.0569 1.0514
C 0.4696 -1.3492 2.0021
C -1.8083 1.1792 -2.8120
C -0.8353 0.4577 1.2533
C -0.2329 2.2774 -3.6209
C -2.7554 -1.0321 -0.0160
C 3.4752 -0.5891 2.4179
```

Values from the calculation:
gap between HOMO and LUMO = 7.98 eV
LUMO = -0.0031 Ha
HOMO energy = -8.065 eV
total charge = 0

---

--- x ---
An isolated molecule of C19H20N2O4, computed with the ωB97M-V functional and the def2-TZVPD basis.

```
45
Properties=species:S:1:pos:R:3
C 4.8247 -0.0461 -1.2754
H -5.9189 -1.1979 0.0880
C -0.4475 -0.7675 -0.6424
H 5.3376 1.0287 2.5651
H 5.7153 0.2715 -1.7934
C -4.6024 -2.5846 1.0315
C 2.5595 -0.8517 0.0964
H -0.2741 -2.1492 -2.2472
H 3.6524 -0.4647 1.8745
H -2.6693 -2.0379 1.6348
C -4.8610 -1.4898 0.0378
H 3.6965 -0.4493 -3.0483
C 0.3697 -1.7829 -1.4405
O -3.0791 -0.3693 -1.8227
H -3.9689 0.0479 1.1610
C -2.5592 3.7027 0.3540
H 0.6358 -2.6261 -0.7923
C 4.8323 -0.0498 0.1216
C 3.6897 -0.4532 0.7969
C -3.1767 2.4784 0.1693
C -0.5106 2.8000 -0.5047
H -5.4139 -3.2947 1.1258
N -4.0411 -0.3164 0.2243
H 5.9182 -0.6606 2.5201
C -3.4988 -2.7152 1.7427
O -1.0743 -1.0684 0.3513
H 0.5307 2.9144 -0.7692
O 1.4973 -1.2299 -2.0765
C -1.2287 3.8661 0.0042
C 3.7069 -0.4444 -1.9700
H 0.2681 0.6364 -1.9176
H -4.6578 -1.8505 -0.9770
C -1.1249 1.5658 -0.6786
H -4.2252 2.3634 0.4032
O 5.9929 0.3573 0.7127
H -3.1188 4.5329 0.7574
H 7.0729 0.6856 2.3612
N -0.3799 0.4789 -1.1574
C -2.4740 1.4000 -0.3550
C -3.1913 0.1342 -0.7201
H 1.6874 -1.1496 0.6566
C 2.5609 -0.8572 -1.2890
C 6.0675 0.3464 2.1169
H -0.7482 4.8243 0.1322
H -3.3715 -3.5277 2.4378
```

Values from the calculation:
gap between HOMO and LUMO = 8.91 eV
SMILES string = C=CCNC(=O)c1ccccc1NC(=O)COc1ccc(OC)cc1
LUMO = 0.0266 Ha
HOMO energy = -8.190 eV
total charge = 0

---

It is x that is most stable; the runner-up trails by 0.5901 hartree.

---

--- w ---
An isolated molecule of C21H21N3O4, computed with the ωB97M-V functional and the def2-TZVPD basis.

```
49
Properties=species:S:1:pos:R:3
C 0.9619 -0.2868 -0.0300
C 2.7248 1.4926 -0.1043
H -4.2476 -1.6912 -3.5667
H -3.5302 -4.5207 1.3754
H 3.7993 0.0280 -1.3803
H -3.0153 0.4475 -4.3344
C 0.7298 1.8992 1.1266
C 2.7757 2.7418 0.5278
C -2.6885 -3.1063 0.0069
C -3.6665 0.4925 -3.4129
H -1.2977 -0.4760 -1.1678
H -3.2339 1.1663 -2.7318
H -0.5738 -6.2379 4.1095
C -2.6523 -3.9361 1.0712
H -3.6269 -2.9971 -0.4499
C 3.8086 0.9448 -0.8162
O -0.3550 -5.4298 3.6614
C -2.3052 -1.5655 -2.5312
H -4.7086 0.7995 -3.5943
N 1.4918 3.1134 1.0916
N 0.3655 -1.1215 0.9563
C -3.6596 -0.9758 -2.9227
C -0.5827 -2.1208 0.7126
H -1.5706 -0.9784 -3.2168
H 0.1738 -3.1687 2.5987
C 1.0550 4.3460 1.4934
C 5.0232 1.6659 -0.9068
C 1.7657 5.6246 0.9514
C -0.6153 -3.1141 1.8178
C -1.6252 -3.9704 1.9929
H 5.9349 1.2248 -1.3222
O 0.0812 4.4421 2.1470
H 6.0205 3.3800 -0.2644
H -0.1534 1.6894 1.6965
C 1.4310 0.9810 0.3947
C -1.5950 -5.0117 3.1255
N -1.9499 -1.2072 -1.1270
H 2.5715 5.9251 1.6527
C -1.6665 -2.1644 -0.1362
H 2.1289 5.4563 -0.0185
H 0.9671 6.4363 0.9518
C 5.1077 2.9107 -0.2523
H 4.1763 4.3450 1.0617
O 0.8548 -0.5588 -1.1731
O -2.5968 -5.6430 3.3436
H -4.3549 -0.9900 -2.0622
H 0.7688 -1.1531 1.8625
H -2.4647 -2.6173 -2.7006
C 4.0180 3.4894 0.4928
```

Values from the calculation:
gap between HOMO and LUMO = 8.02 eV
SMILES string = CCCNc1ccc(C(=O)O)cc1NC(=O)c1cn(C(C)=O)c2ccccc12
LUMO = 0.0028 Ha
HOMO energy = -7.948 eV
total charge = 0

---

--- x ---
An isolated molecule of C21H21N3O4, computed with the ωB97M-V functional and the def2-TZVPD basis.

```
49
Properties=species:S:1:pos:R:3
H -1.2789 -1.6813 0.7754
O -0.2721 -4.7156 4.0442
H 0.7719 -0.3247 1.4175
O -0.9941 -0.0404 -1.1530
C 0.7739 -1.1544 -2.3012
H -1.2727 -3.7527 1.9520
H -0.2168 -1.7880 3.1137
H -1.5488 5.2764 1.7996
H 3.3419 -4.0100 -2.9644
C -1.5631 1.0854 -0.5642
C -1.1974 2.4012 -1.0338
H 0.3550 5.6877 -2.4821
H 2.9046 -2.3247 -4.7812
H -3.0180 4.5027 2.4261
H -3.3162 3.2058 0.6202
C -0.1753 4.7457 -2.1493
H -1.4196 3.5087 2.1608
C -1.1834 4.8681 -1.1760
C 0.3848 -2.6710 2.7623
H -0.5359 -4.8886 4.9635
H 1.1946 3.3978 -3.2651
H 2.3992 -2.7655 2.0861
C 1.6683 -2.0267 2.2902
H -0.9154 -3.0382 -0.5362
H 0.3973 -4.2418 1.2633
H -3.2753 4.8697 0.0808
C 0.2695 3.5123 -2.6017
C -0.5500 -2.4735 0.3770
N 0.4740 1.2748 -2.4547
C -1.7015 3.6848 -0.6368
H 2.3846 -0.6300 0.7685
H -1.5166 5.7897 -0.8029
C 2.3465 -2.2284 -3.7916
C 2.5760 -3.2184 -2.7307
C -0.1723 2.3489 -1.9946
C 1.3998 -1.1473 1.0428
N 2.0482 -3.1430 -1.5152
C -2.1220 4.3582 1.7662
O -2.5039 0.9042 0.1504
H 1.0832 -0.4540 -4.2667
H 2.1887 -1.3619 3.0880
C 0.0631 0.0878 -1.9439
C 1.1540 -2.1366 -1.3047
O 0.9665 -3.0675 5.0466
C 0.4802 -3.6024 4.0962
C -0.2831 -3.4365 1.5473
N 0.7175 -1.9299 -0.0100
C -2.6724 3.9778 0.3682
C 1.3617 -1.2349 -3.5471
```

Values from the calculation:
gap between HOMO and LUMO = 7.94 eV
SMILES string = CCc1cccc2nc(-c3cccnc3N3CCC(C(=O)O)CC3)oc(=O)c12
LUMO = -0.0137 Ha
HOMO energy = -8.316 eV
total charge = 0

---

It is w that is most stable; the runner-up trails by 0.0132 hartree.